129
Properties=species:S:1:pos:R:3:lowdin_charge:R:1 method="wB97M-V/def2-TZVPD" spin_multiplicity=3 lumo_energy_ev="0.0945 / 0.0949" e_homo_ev="-7.603 / -7.864"
Pt 25.03 -26.01 -12.55 1.273
S 23.54 -23.79 -11.99 0.171
O 23.41 -23.07 -10.74 -0.308
O 23.27 -25.19 -11.79 -0.435
O 22.76 -23.32 -13.09 -0.313
O 24.96 -23.83 -12.39 -0.433
C 25.99 -22.82 -7.89 -0.028
C 26.11 -23.75 -9.07 -0.307
O 26.84 -24.81 -8.85 0.063
C 26.80 -25.80 -9.75 -0.452
O 26.32 -25.77 -10.90 -0.014
O 27.48 -26.85 -9.27 0.007
C 28.07 -26.94 -7.94 -0.009
H 25.23 -22.04 -8.03 0.079
H 26.92 -22.30 -7.67 0.077
H 25.63 -23.38 -7.03 0.075
H 26.53 -23.19 -9.90 0.122
H 25.09 -24.07 -9.29 0.104
H 28.61 -26.07 -7.57 0.097
H 28.67 -27.85 -7.94 0.096
H 27.33 -27.03 -7.15 0.086
C 21.16 -30.32 -12.55 -0.051
C 20.15 -30.33 -13.65 -0.268
O 19.72 -31.65 -13.80 0.040
C 18.91 -31.89 -14.87 -0.485
O 18.48 -31.06 -15.71 0.089
O 18.50 -33.15 -14.67 -0.010
C 17.93 -33.92 -15.66 -0.070
H 21.61 -29.34 -12.61 0.066
H 21.95 -31.04 -12.77 0.085
H 20.74 -30.58 -11.58 0.092
H 20.68 -29.91 -14.51 0.125
H 19.34 -29.61 -13.51 0.120
H 18.62 -34.38 -16.36 0.097
H 17.30 -33.20 -16.19 0.095
H 17.35 -34.74 -15.24 0.097
C 25.47 -30.92 -12.01 -0.063
C 25.65 -30.10 -10.79 -0.235
O 24.46 -29.72 -10.15 0.044
C 23.86 -28.56 -10.57 -0.465
O 24.30 -27.73 -11.40 -0.018
O 22.67 -28.56 -9.96 0.001
C 21.83 -27.37 -10.06 0.006
H 24.90 -31.85 -11.93 0.081
H 26.43 -31.35 -12.30 0.083
H 25.05 -30.42 -12.88 0.080
H 26.25 -29.21 -10.99 0.110
H 26.18 -30.68 -10.04 0.130
H 21.30 -27.45 -11.01 0.084
H 22.48 -26.50 -10.13 0.068
H 21.07 -27.40 -9.29 0.080
C 27.88 -29.29 -16.95 -0.058
C 27.48 -30.05 -15.72 -0.237
O 26.79 -29.16 -14.89 0.020
C 27.29 -28.45 -13.85 -0.448
O 26.56 -27.86 -13.04 0.017
O 28.67 -28.56 -13.79 -0.015
C 29.45 -27.56 -13.07 0.005
H 28.54 -28.42 -16.94 0.082
H 26.94 -28.95 -17.39 0.067
H 28.25 -30.02 -17.67 0.082
H 28.26 -30.58 -15.18 0.127
H 26.82 -30.84 -16.08 0.129
H 29.40 -27.66 -11.98 0.093
H 29.23 -26.53 -13.35 0.082
H 30.52 -27.70 -13.25 0.094
C 19.76 -26.74 -14.20 -0.045
C 21.23 -26.29 -13.95 -0.209
O 21.82 -26.34 -15.23 0.018
C 23.20 -26.52 -15.41 -0.382
O 24.07 -26.69 -14.50 -0.010
O 23.44 -26.32 -16.72 0.004
C 24.73 -26.32 -17.27 -0.027
H 19.36 -25.88 -14.75 0.077
H 19.12 -26.93 -13.34 0.073
H 19.61 -27.60 -14.85 0.064
H 21.81 -26.91 -13.26 0.090
H 21.22 -25.29 -13.50 0.108
H 25.36 -25.77 -16.57 0.073
H 24.73 -25.83 -18.25 0.110
H 25.19 -27.31 -17.27 0.088
C 27.89 -23.31 -17.50 -0.047
C 28.61 -24.37 -16.67 -0.223
O 27.73 -25.12 -15.88 0.033
C 27.43 -24.81 -14.60 -0.422
O 26.47 -25.34 -14.00 -0.030
O 28.46 -24.01 -14.07 -0.041
C 28.27 -23.58 -12.75 -0.045
H 27.18 -22.71 -16.92 0.065
H 27.21 -23.68 -18.27 0.079
H 28.60 -22.75 -18.10 0.090
H 29.43 -23.92 -16.11 0.123
H 29.14 -24.94 -17.43 0.124
H 28.70 -24.23 -11.99 0.101
H 27.23 -23.40 -12.49 0.074
H 28.72 -22.59 -12.84 0.109
C 21.09 -26.36 -6.55 -0.193
C 21.48 -27.83 -6.52 -0.175
O 22.89 -27.82 -6.67 -0.223
S 23.60 -26.22 -6.76 0.818
O 23.62 -25.77 -8.16 -0.230
O 24.73 -26.02 -5.86 -0.235
O 22.19 -25.65 -6.03 -0.205
H 20.22 -26.07 -5.96 0.138
H 20.88 -25.98 -7.55 0.116
H 21.30 -28.35 -7.47 0.109
H 21.12 -28.39 -5.66 0.133
C 24.08 -21.28 -15.37 -0.201
C 24.27 -22.67 -16.02 -0.119
O 24.19 -22.44 -17.44 -0.226
S 24.32 -20.87 -17.87 0.755
O 23.00 -20.37 -18.34 -0.267
O 25.46 -20.68 -18.79 -0.267
O 24.59 -20.40 -16.29 -0.204
H 24.63 -21.23 -14.43 0.118
H 23.09 -20.90 -15.11 0.139
H 23.46 -23.30 -15.63 0.125
H 25.28 -23.08 -15.93 0.107
C 25.11 -20.31 -11.45 -0.192
C 24.45 -19.82 -10.16 -0.177
O 25.48 -19.80 -9.18 -0.201
S 26.95 -19.60 -9.87 0.733
O 27.68 -20.85 -9.72 -0.260
O 27.52 -18.36 -9.39 -0.227
O 26.32 -19.57 -11.44 -0.198
H 24.48 -20.18 -12.33 0.133
H 25.28 -21.38 -11.40 0.098
H 23.60 -20.48 -9.98 0.127
H 24.03 -18.83 -10.35 0.129

11
Properties=species:S:1:pos:R:3:lowdin_charge:R:1 method="wB97M-V/def2-TZVPD" de_lowest_ev=1.1254 spin_multiplicity=1 lumo_energy_ev=0.6020 e_homo_ev=-9.809
C -0.27 1.71 -0.36 -0.128
N 0.51 0.67 0.25 0.020
C 0.31 -0.58 0.24 -0.451
N -0.69 -1.39 -0.26 0.136
C 1.44 -1.32 0.81 -0.154
N 2.41 -1.79 1.24 0.153
H 0.34 2.62 -0.29 0.070
H -0.47 1.52 -1.43 0.080
H -1.22 1.92 0.14 0.078
H -1.60 -0.99 -0.42 0.097
H -0.71 -2.35 0.05 0.099

31
Properties=species:S:1:pos:R:3:lowdin_charge:R:1 method="wB97M-V/def2-TZVPD" de_lowest_ev=4.5535 spin_multiplicity=1 lumo_energy_ev=0.8106 e_homo_ev=-8.483
C -0.88 -3.56 0.54 -0.001
C -0.35 -2.57 -0.15 -0.143
C 0.73 -1.59 0.42 -0.144
C 0.63 -0.39 -0.44 -0.231
C -0.72 0.29 -0.29 -0.179
C -1.24 1.06 -1.31 -0.032
C -2.52 1.63 -1.19 -0.049
C -3.25 1.46 0.04 -0.065
C -2.56 0.96 1.15 -0.070
C -1.28 0.40 1.01 -0.013
C 1.51 -0.33 -1.71 -0.112
O 2.67 0.20 -1.09 -0.050
C 1.97 0.68 0.06 -0.383
C 2.76 1.09 1.22 -0.008
C 1.93 2.13 0.30 -0.021
H -1.53 -4.28 0.21 0.016
H -0.71 -3.68 1.64 0.075
H -0.59 -2.55 -1.20 0.100
H 0.54 -1.57 1.51 0.123
H 1.64 -2.13 0.37 0.115
H -0.65 1.11 -2.22 0.103
H -2.92 2.25 -1.92 0.071
H -4.27 1.73 -0.03 0.079
H -3.03 1.02 2.12 0.096
H -0.73 -0.01 1.83 0.098
H 1.77 -1.26 -2.14 0.109
H 1.16 0.33 -2.54 0.127
H 3.86 1.03 1.10 0.117
H 2.40 1.13 2.21 0.080
H 1.21 2.68 0.91 0.102
H 2.46 2.75 -0.39 0.089

14
Properties=species:S:1:pos:R:3:lowdin_charge:R:1 method="wB97M-V/def2-TZVPD" de_lowest_ev=1.5734 spin_multiplicity=1 lumo_energy_ev=1.1344 e_homo_ev=-8.940
C 1.05 -1.04 -0.08 -0.077
C 0.18 0.13 -0.01 -0.719
N 0.90 1.33 -0.02 0.026
C -1.08 -0.11 0.74 -0.103
C -1.11 0.03 -0.73 -0.112
H 1.78 -1.04 -0.97 0.109
H 1.71 -1.18 0.80 0.087
H 0.41 -1.94 -0.11 0.083
H 1.07 1.61 1.01 0.110
H 0.44 2.24 -0.60 0.162
H -1.24 -1.08 1.21 0.104
H -1.34 0.85 1.23 0.113
H -1.59 1.00 -1.09 0.124
H -1.18 -0.81 -1.38 0.092

78
Properties=species:S:1:pos:R:3:lowdin_charge:R:1 method="wB97M-V/def2-TZVPD" spin_multiplicity=1 lumo_energy_ev=0.1320 e_homo_ev=-8.382
O 2.66 0.01 -0.20 -0.157
C 1.40 -0.37 -0.89 -0.271
C 1.11 0.46 -2.27 -0.186
C -0.39 0.17 -2.93 -0.219
C -1.54 1.24 -2.47 -0.362
P -2.48 0.78 -0.88 0.636
C -3.25 -0.80 -1.61 -0.369
C -2.65 -2.21 -1.02 -0.196
F -1.22 -2.16 -0.62 -0.163
P -1.81 2.69 -0.01 0.212
O -2.54 2.94 1.59 -0.360
O -2.42 4.04 -1.00 -0.316
S 0.13 2.76 0.25 0.258
H 2.51 -0.23 0.78 0.108
H 0.52 -0.14 -0.15 0.071
H 1.41 -1.54 -1.11 0.109
H 1.90 0.07 -3.07 0.118
H 1.31 1.63 -2.16 0.096
H -0.72 -0.97 -2.83 0.110
H -0.24 0.33 -4.11 0.124
H -1.03 2.30 -2.37 0.065
H -2.32 1.34 -3.35 0.108
H -1.95 0.12 0.28 0.033
H -3.85 1.31 -0.76 0.019
H -3.23 -0.75 -2.80 0.095
H -4.41 -0.79 -1.33 0.097
H -3.34 -2.65 -0.15 0.129
H -2.72 -3.00 -1.90 0.121
H -2.04 2.39 2.26 0.059
H -3.26 3.69 -1.47 0.072
C 3.28 -4.51 -3.50 -0.066
C 1.99 -3.75 -3.18 -0.497
C 0.79 -4.67 -3.20 -0.054
O 1.81 -2.71 -4.15 -0.066
H 3.23 -4.96 -4.50 0.085
H 4.13 -3.83 -3.50 0.086
H 3.45 -5.30 -2.76 0.063
H 2.08 -3.27 -2.20 0.114
H 0.65 -5.13 -4.19 0.083
H -0.13 -4.11 -2.98 0.067
H 0.89 -5.47 -2.46 0.081
H 1.73 -3.13 -5.02 0.093
C 3.79 4.72 3.30 -0.068
C 3.18 6.02 2.80 -0.505
C 1.66 5.97 2.83 -0.066
O 3.61 6.27 1.46 -0.061
H 3.48 3.88 2.67 0.079
H 4.88 4.77 3.25 0.079
H 3.48 4.51 4.33 0.078
H 3.53 6.86 3.42 0.137
H 1.28 5.18 2.19 0.052
H 1.23 6.91 2.46 0.081
H 1.29 5.80 3.85 0.079
H 3.30 5.53 0.91 0.092
C 3.12 -4.59 0.91 -0.060
C 4.37 -5.36 0.51 -0.492
C 5.60 -4.82 1.24 -0.064
O 4.57 -5.24 -0.89 -0.080
H 3.21 -3.53 0.65 0.076
H 2.25 -4.98 0.37 0.077
H 2.93 -4.67 1.98 0.081
H 4.24 -6.42 0.74 0.141
H 5.77 -3.77 0.99 0.083
H 6.49 -5.37 0.94 0.081
H 5.48 -4.91 2.32 0.080
H 4.68 -4.30 -1.11 0.088
C -7.68 2.72 3.17 -0.068
C -6.43 1.95 2.78 -0.503
C -5.20 2.49 3.50 -0.071
O -6.23 2.06 1.37 -0.075
H -7.59 3.78 2.91 0.082
H -8.55 2.33 2.63 0.080
H -7.87 2.64 4.25 0.080
H -6.56 0.89 3.01 0.139
H -5.03 3.54 3.25 0.085
H -4.31 1.94 3.20 0.060
H -5.32 2.40 4.59 0.081
H -6.12 3.01 1.16 0.091

11
Properties=species:S:1:pos:R:3:lowdin_charge:R:1 method="wB97M-V/def2-TZVPD" de_lowest_ev=1.7741 spin_multiplicity=1 lumo_energy_ev=0.8236 e_homo_ev=-9.781
C -1.47 -0.47 0.95 -0.028
C -0.68 0.40 0.07 -0.232
N -0.56 1.38 -0.59 0.190
O 0.90 -0.68 0.02 -0.031
C 1.80 -0.16 -0.71 -0.377
O 1.72 0.93 -1.34 0.003
H -0.97 -0.58 1.91 0.094
H -1.58 -1.46 0.49 0.094
H -2.46 -0.01 1.09 0.095
H 0.54 1.37 -1.08 0.056
H 2.75 -0.71 -0.79 0.137